1 | 9 unconnected molecules or ions with the total composition C20H61N3O9, computed with the ωB97M-V functional and the def2-TZVPD basis.

Calculated values
Kohn-Sham gap = 10.0 eV
LUMO level = 0.606 eV
HOMO energy = -9.39 eV
SMILES string = COC[C@H](C)N.COC[C@H](C)N.COC[C@H](C)N.CCO.CCO.CO.CO.CO.CO
Charge = 0

Each line ends with the Löwdin charge.
Positions of all 93 atoms, in Å:
C  4.899  0.348  2.062  -0.074
O  4.305  1.218  1.116  -0.225
C  5.264  1.559  0.192  -0.247
C  4.776  2.582  -0.875  -0.429
C  3.665  1.893  -1.650  -0.064
N  5.898  3.078  -1.655  0.036
H  4.240  0.031  2.874  0.072
H  5.736  0.843  2.544  0.090
H  5.250  -0.517  1.436  0.111
H  6.170  1.978  0.733  0.138
H  5.653  0.663  -0.357  0.135
H  4.398  3.486  -0.362  0.141
H  3.044  1.304  -1.007  0.061
H  4.139  1.234  -2.390  0.080
H  3.013  2.483  -2.279  0.074
H  5.903  2.693  -2.601  0.071
H  5.639  4.046  -1.832  0.073
C  3.102  1.564  4.927  -0.083
O  3.080  0.151  4.811  -0.197
C  2.154  -0.503  5.627  -0.235
C  2.158  -1.978  5.294  -0.430
C  1.535  -2.326  3.920  -0.062
N  1.537  -2.816  6.373  0.022
H  3.604  1.907  5.798  0.083
H  2.130  1.909  4.929  0.059
H  3.617  1.966  4.085  0.070
H  2.352  -0.382  6.688  0.122
H  1.159  -0.125  5.379  0.134
H  3.247  -2.195  5.294  0.141
H  2.048  -1.602  3.220  0.077
H  0.501  -2.088  3.768  0.052
H  1.680  -3.388  3.479  0.104
H  1.909  -2.424  7.255  0.066
H  0.540  -2.564  6.331  0.070
C  -6.296  2.193  -5.164  -0.117
O  -5.087  1.586  -4.739  -0.198
C  -5.295  0.332  -4.107  -0.199
C  -3.933  -0.350  -3.654  -0.417
C  -3.231  0.474  -2.566  -0.043
N  -3.018  -0.548  -4.789  0.051
H  -6.058  3.080  -5.715  0.072
H  -6.941  2.424  -4.271  0.101
H  -6.818  1.542  -5.901  0.090
H  -5.891  0.464  -3.205  0.113
H  -5.854  -0.372  -4.796  0.130
H  -4.283  -1.259  -3.216  0.101
H  -3.772  0.485  -1.630  0.064
H  -2.972  1.434  -2.962  0.074
H  -2.265  -0.080  -2.387  0.074
H  -2.233  -1.026  -4.405  0.032
H  -3.428  -1.234  -5.444  0.084
C  1.741  4.356  2.572  -0.095
C  1.161  3.192  1.814  -0.377
O  1.743  1.964  2.050  -0.082
H  2.801  4.569  2.394  0.070
H  1.788  4.155  3.661  0.071
H  1.125  5.255  2.413  0.079
H  1.116  3.456  0.711  0.119
H  0.071  3.070  1.999  0.113
H  2.644  2.023  1.639  0.070
C  1.889  -1.590  -4.533  -0.084
C  1.317  -1.133  -3.258  -0.320
O  0.163  -1.876  -2.901  -0.092
H  2.085  -2.618  -4.523  0.061
H  2.826  -1.121  -4.795  0.080
H  1.239  -1.423  -5.386  0.086
H  1.119  -0.096  -3.170  0.103
H  2.059  -1.336  -2.440  0.126
H  0.360  -2.788  -3.119  0.078
C  -5.108  -2.743  0.109  -0.134
O  -4.063  -1.759  0.351  -0.149
H  -5.707  -2.810  1.051  0.086
H  -5.773  -2.508  -0.711  0.065
H  -4.787  -3.808  0.046  0.065
H  -3.247  -1.915  -0.161  0.039
C  -2.562  -4.370  -2.241  -0.135
O  -1.250  -4.245  -1.712  -0.121
H  -3.327  -4.416  -1.413  0.075
H  -2.810  -3.576  -2.915  0.058
H  -2.612  -5.358  -2.741  0.087
H  -1.337  -3.919  -0.817  0.057
C  -3.622  1.255  1.968  -0.146
O  -3.117  0.075  2.553  -0.133
H  -3.741  0.990  0.923  0.059
H  -4.562  1.456  2.433  0.069
H  -2.887  2.028  2.046  0.067
H  -3.484  -0.717  2.179  0.034
C  -0.605  -0.561  0.202  -0.089
O  -1.366  -1.672  -0.313  -0.157
H  0.307  -0.448  -0.363  0.071
H  -1.150  0.361  0.186  0.067
H  -0.348  -0.758  1.247  0.083
H  -1.061  -1.814  -1.215  0.029

***

2 | 9 unconnected molecules or ions with the total composition C20H61N3O9, computed with the ωB97M-V functional and the def2-TZVPD basis.

Calculated values
Kohn-Sham gap = 8.6 eV
LUMO level = 0.040 eV
HOMO energy = -8.54 eV
SMILES string = COC[C@H](C)N.COC[C@H](C)N.COC[C@H](C)N.CCO.CCO.CCO.CCO.O.O
Charge = 0

Each line ends with the Löwdin charge.
Positions of all 93 atoms, in Å:
C  -3.627  -1.877  3.035  -0.111
O  -4.224  -0.654  3.378  -0.185
C  -3.785  0.418  2.575  -0.224
C  -4.514  1.664  3.032  -0.446
C  -4.125  2.874  2.194  -0.059
N  -4.300  1.957  4.455  0.043
H  -2.527  -1.811  3.015  0.081
H  -3.961  -2.184  2.035  0.085
H  -3.894  -2.606  3.794  0.088
H  -2.705  0.586  2.744  0.124
H  -3.961  0.243  1.503  0.131
H  -5.585  1.484  2.879  0.140
H  -3.077  3.144  2.331  0.073
H  -4.753  3.708  2.516  0.080
H  -4.359  2.713  1.141  0.066
H  -3.388  2.394  4.576  0.066
H  -4.227  1.085  4.976  0.065
C  1.269  -3.114  1.107  -0.112
O  2.177  -3.398  0.091  -0.174
C  1.663  -3.173  -1.215  -0.204
C  2.498  -3.958  -2.222  -0.399
C  3.978  -3.644  -2.082  -0.049
N  1.988  -3.663  -3.579  0.032
H  1.685  -3.456  2.048  0.104
H  0.317  -3.642  0.928  0.098
H  1.028  -2.044  1.149  0.028
H  0.620  -3.517  -1.251  0.118
H  1.749  -2.097  -1.459  0.123
H  2.343  -5.023  -2.026  0.147
H  4.126  -2.561  -2.167  0.077
H  4.565  -4.155  -2.846  0.080
H  4.356  -3.945  -1.107  0.084
H  2.520  -2.890  -3.974  0.084
H  2.130  -4.444  -4.206  0.093
C  0.901  1.489  3.474  -0.072
O  2.207  1.413  2.931  -0.157
C  2.275  0.584  1.800  -0.272
C  3.677  0.631  1.215  -0.442
C  3.819  -0.314  0.042  -0.041
N  4.667  0.325  2.268  0.063
H  0.167  1.780  2.717  0.073
H  0.940  2.214  4.281  0.101
H  0.608  0.516  3.896  0.097
H  1.973  -0.453  2.032  0.126
H  1.565  0.929  1.026  0.026
H  3.780  1.664  0.844  0.026
H  2.891  -0.431  -0.513  0.048
H  4.160  -1.287  0.394  0.080
H  4.603  0.111  -0.584  0.084
H  5.541  0.814  2.100  0.070
H  4.326  0.734  3.137  0.065
C  0.959  1.056  -2.575  -0.075
C  2.113  1.449  -3.485  -0.291
O  3.302  0.697  -3.224  -0.084
H  0.424  0.164  -2.897  0.051
H  0.240  1.879  -2.559  0.083
H  1.361  0.938  -1.568  0.047
H  2.365  2.491  -3.302  0.110
H  1.818  1.330  -4.533  0.110
H  3.210  -0.157  -3.655  0.066
C  2.928  3.021  0.562  -0.061
C  1.438  2.744  0.692  -0.285
O  0.819  3.771  1.471  -0.057
H  3.336  2.374  -0.218  0.091
H  3.465  2.838  1.495  0.096
H  3.069  4.061  0.275  0.103
H  1.224  1.782  1.152  -0.003
H  1.065  2.798  -0.336  0.121
H  -0.092  3.833  1.167  0.086
C  -0.274  -0.462  0.699  -0.096
C  -1.187  -1.332  -0.097  -0.264
O  -1.428  -0.748  -1.379  -0.114
H  -0.699  0.510  0.962  0.091
H  0.650  -0.260  0.152  0.062
H  0.020  -0.919  1.651  0.069
H  -2.142  -1.605  0.360  0.102
H  -0.708  -2.312  -0.239  0.080
H  -1.065  -1.311  -2.085  0.031
C  -4.293  3.072  -2.482  -0.097
C  -3.527  1.786  -2.504  -0.305
O  -2.605  1.827  -1.386  -0.122
H  -5.107  3.126  -3.208  0.075
H  -3.645  3.931  -2.682  0.077
H  -4.702  3.272  -1.488  0.067
H  -2.900  1.719  -3.400  0.107
H  -4.172  0.912  -2.397  0.109
H  -2.289  0.919  -1.240  0.027
O  -0.550  -2.329  -3.480  -0.072
H  0.336  -2.769  -3.510  0.003
H  -0.574  -1.751  -4.251  0.056
O  -4.435  -2.401  -1.457  -0.058
H  -3.732  -1.801  -1.742  0.009
H  -4.115  -3.278  -1.691  0.036

***

We find 1 to be the most stable, with the next structure 1.370 eV higher.

***

1 | 2 unconnected molecules or ions with the total composition C2H7S2, computed with the ωB97M-V functional and the def2-TZVPD basis.

Calculated values
<S²> = 0.753
Kohn-Sham gap (spin up / spin down) = 10.0 / 7.1 eV
LUMO level (spin up / spin down) = 0.815 / -1.923 eV
2S+1 = 2
HOMO energy (spin up / spin down) = -9.15 / -9.02 eV
Charge = 0

Each line ends with the Löwdin spin population.
Positions of all 11 atoms, in Å:
C  0.181  0.736  -1.233  0.001
S  1.018  1.834  -2.478  0.000
H  -0.505  1.336  -0.644  0.000
H  0.978  0.309  -0.640  0.000
H  -0.380  0.028  -1.831  0.000
H  2.138  2.007  -1.778  0.000
C  -1.529  -1.503  1.277  0.109
S  -0.288  -1.492  2.550  0.845
H  -1.443  -0.491  0.852  0.035
H  -2.551  -1.605  1.626  0.002
H  -1.276  -2.188  0.479  0.007

***

2 | 2 unconnected molecules or ions with the total composition C2H7S2, computed with the ωB97M-V functional and the def2-TZVPD basis.

Calculated values
<S²> = 0.753
Kohn-Sham gap (spin up / spin down) = 10.0 / 6.5 eV
LUMO level (spin up / spin down) = 0.853 / -2.600 eV
2S+1 = 2
HOMO energy (spin up / spin down) = -9.10 / -9.10 eV
Charge = 0

Each line ends with the Löwdin spin population.
Positions of all 11 atoms, in Å:
S  -0.937  2.477  2.065  0.908
H  -1.703  1.578  2.663  0.046
C  -0.562  -0.222  -0.274  0.023
C  0.847  -0.833  -0.234  0.000
S  1.524  -0.903  -1.932  0.001
H  -1.170  -1.024  -0.693  0.001
H  -1.039  -0.046  0.701  0.016
H  -0.618  0.744  -0.769  0.004
H  0.760  -1.855  0.130  0.000
H  1.531  -0.326  0.444  0.000
H  1.368  0.410  -2.102  0.000

***

We find 1 to be the most stable, with the next structure 0.077 eV higher.

***

1 | 2 unconnected molecules or ions with the total composition C4H10Br2N, computed with the ωB97M-V functional and the def2-TZVPD basis.

Calculated values
Kohn-Sham gap (spin up / spin down) = 6.0 / 8.6 eV
LUMO level (spin up / spin down) = -5.594 / -4.354 eV
HOMO energy (spin up / spin down) = -11.61 / -12.99 eV
Charge = +1

Each line ends with the Löwdin charge.
Positions of all 17 atoms, in Å:
C  2.819  0.740  -0.327  -0.238
C  -2.449  -0.343  0.794  -0.049
C  2.197  0.434  -1.539  -0.485
C  -0.028  -0.822  0.250  -0.516
N  -1.324  -0.079  -0.162  -0.120
Br  0.828  1.599  -2.239  0.714
Br  0.633  -0.075  1.864  0.859
H  3.634  0.040  -0.270  0.101
H  2.874  1.893  -0.245  0.135
H  2.145  0.651  0.608  -0.057
H  -2.339  0.063  1.769  0.066
H  -3.245  0.038  0.310  0.053
H  -2.656  -1.478  1.088  0.165
H  2.361  -0.281  -2.278  0.030
H  -0.358  -1.894  0.221  0.068
H  -1.770  -0.340  -1.016  0.142
H  -1.002  0.952  -0.191  0.132

***

2 | A molecular structure, C4H10Br2N, computed with the ωB97M-V functional and the def2-TZVPD basis.

Calculated values
Kohn-Sham gap = 10.8 eV
LUMO level = -3.878 eV
HOMO energy = -14.67 eV
Charge = +1

Each line ends with the Löwdin charge.
Positions of all 17 atoms, in Å:
C  0.657  -1.333  -1.370  -0.104
C  0.814  1.150  1.391  -0.072
C  -0.219  -0.043  -1.286  -0.377
C  -1.139  0.119  -0.217  -1.024
N  -0.319  0.312  1.425  -0.064
Br  -2.128  -1.502  0.346  0.783
Br  -2.336  1.673  -0.190  0.777
H  1.353  -1.422  -0.547  0.063
H  1.187  -1.449  -2.374  0.113
H  -0.087  -2.220  -1.421  0.077
H  1.240  1.201  2.348  0.101
H  1.585  0.624  0.768  0.119
H  0.723  2.057  0.922  0.080
H  -0.629  0.021  -2.342  0.164
H  0.595  0.674  -1.322  0.115
H  -0.281  -0.639  1.819  0.113
H  -1.016  0.777  2.050  0.139

***

We find 2 to be the most stable, with the next structure 3.373 eV higher.